49
Properties=species:S:1:pos:R:3 method="wB97M-V/def2-TZVPD" spin_multiplicity=5 total_charge=+2 de_lowest_ev=8.798 lumo_energy_ev="-7.41 / -8.81" s2=6.03 homo_energy_ev="-13.601 / -14.855"
C -0.664 0.211 -1.819
I 1.672 0.379 -2.316
H -0.382 1.227 -2.320
H -1.781 0.291 -1.532
H -0.843 -0.436 -2.727
Ir -0.535 -0.301 1.084
P 0.205 1.973 0.215
C -0.384 3.123 1.583
C 1.489 3.477 -0.501
H 1.050 4.505 -0.427
H -0.462 4.077 -1.259
H 1.699 3.378 -1.588
H -0.169 2.699 -2.148
H 0.344 3.099 2.395
H 2.469 3.467 -0.032
C -0.669 3.003 -1.209
H -0.497 4.140 1.223
H -1.739 2.820 -1.249
H -1.333 2.738 1.964
P 0.163 -2.328 0.373
C 0.020 -3.723 1.654
C -1.265 -2.782 -0.765
H 1.430 -2.890 -1.728
H 1.512 -4.170 -0.487
H 2.566 -2.724 -0.269
C 1.601 -3.075 -0.660
H -1.122 -2.185 -1.673
H -1.206 -3.816 -1.120
H 0.643 -4.565 1.344
H -1.019 -4.060 1.748
H -2.222 -2.610 -0.229
H 0.422 -3.308 2.580
Cl 1.218 -1.318 -3.841
N -3.036 -1.276 1.820
C -2.483 -0.761 3.052
N -1.232 -0.362 2.840
C -0.557 0.037 3.994
C 0.807 0.344 3.960
C 1.330 1.085 5.065
C 0.399 1.587 5.987
C -1.025 1.269 5.977
C -1.577 0.448 4.988
S -3.108 -0.353 4.670
H -3.259 -0.458 1.225
H -3.764 -2.065 1.997
H 1.374 0.023 3.031
H 2.373 1.384 5.019
H 0.823 2.185 6.876
H -1.632 1.679 6.809